Record 1
Molecular formula: C44H110O22
Method: DFT, ωB97M-V with the def2-TZVPD basis set

The geometry in XYZ format:
```
176
Properties=species:S:1:pos:R:3
C 8.115 19.896 43.736
O 8.920 21.036 43.936
C 9.029 21.423 45.307
C 10.067 22.548 45.484
O 9.854 23.706 44.690
C 8.504 24.257 44.674
H 8.272 19.119 44.483
H 8.241 19.406 42.770
H 7.115 20.303 43.883
H 9.398 20.601 45.920
H 8.091 21.713 45.781
H 11.027 22.098 45.231
H 10.148 22.831 46.534
H 8.047 24.713 45.552
H 7.826 23.615 44.111
H 8.692 25.119 44.034
C -2.045 8.133 35.906
O -2.602 8.302 37.231
C -1.599 8.507 38.185
C -2.183 8.413 39.614
O -1.076 8.536 40.523
C -1.543 8.489 41.846
H -1.690 7.122 35.709
H -1.195 8.813 35.842
H -2.755 8.452 35.143
H -1.034 9.419 37.997
H -0.827 7.739 38.133
H -2.822 7.548 39.797
H -2.852 9.255 39.791
H -2.103 7.572 42.031
H -2.182 9.348 42.048
H -0.764 8.562 42.606
C 4.430 17.852 47.618
O 4.384 17.038 46.454
C 3.645 15.855 46.490
C 3.339 15.299 45.086
O 2.301 16.051 44.492
C 1.794 15.616 43.209
H 4.908 17.383 48.478
H 3.443 18.232 47.884
H 5.026 18.699 47.279
H 2.664 16.001 46.942
H 4.188 15.079 47.030
H 3.071 14.246 45.168
H 4.214 15.316 44.436
H 1.708 14.537 43.074
H 2.365 15.979 42.355
H 0.791 16.030 43.103
C 7.111 -0.316 39.792
O 8.398 -0.765 39.552
C 8.685 -2.018 40.149
C 8.594 -1.964 41.697
O 9.284 -0.854 42.151
C 9.855 -0.964 43.488
H 6.795 -0.171 40.826
H 6.406 -1.044 39.390
H 6.852 0.624 39.303
H 9.725 -2.271 39.942
H 8.076 -2.832 39.755
H 9.054 -2.868 42.096
H 7.567 -1.986 42.062
H 10.581 -1.764 43.632
H 9.045 -1.154 44.192
H 10.391 -0.062 43.783
C 5.154 6.926 42.644
O 5.910 8.083 42.915
C 5.366 8.955 43.962
C 6.484 9.933 44.386
O 6.825 10.859 43.419
C 7.836 11.736 43.834
H 5.243 6.292 43.526
H 5.440 6.334 41.775
H 4.101 7.147 42.469
H 5.112 8.306 44.801
H 4.472 9.460 43.595
H 7.368 9.352 44.647
H 6.028 10.305 45.304
H 7.575 12.315 44.719
H 8.075 12.487 43.081
H 8.712 11.189 44.185
C 10.574 5.294 40.410
O 11.472 6.246 40.855
C 11.002 7.556 41.252
C 10.687 8.516 40.156
O 11.768 8.919 39.334
C 12.670 9.810 40.030
H 11.125 4.473 39.951
H 9.856 5.718 39.709
H 10.058 4.733 41.190
H 11.824 7.990 41.822
H 10.191 7.500 41.978
H 10.106 9.356 40.536
H 10.060 7.976 39.446
H 12.254 10.679 40.541
H 13.317 10.291 39.296
H 13.264 9.223 40.729
C 0.144 1.504 44.070
O 0.131 0.116 44.611
C 0.582 -0.773 43.636
C 0.704 -2.223 44.199
O 1.863 -2.321 44.997
C 1.770 -1.954 46.358
H -0.345 2.189 44.762
H -0.390 1.527 43.120
H 1.186 1.822 44.117
H 1.582 -0.460 43.335
H 0.030 -0.817 42.698
H 1.002 -2.858 43.364
H -0.189 -2.597 44.700
H 0.965 -2.516 46.832
H 1.573 -0.902 46.561
H 2.686 -2.291 46.843
C 6.392 1.637 48.666
O 6.374 1.939 50.078
C 5.163 1.444 50.706
C 5.287 -0.027 51.040
O 4.245 -0.466 51.892
C 4.573 -1.765 52.270
H 5.633 2.195 48.119
H 6.335 0.561 48.499
H 7.345 2.013 48.293
H 4.204 1.741 50.281
H 5.176 1.856 51.715
H 6.256 -0.071 51.536
H 5.401 -0.698 50.188
H 5.561 -1.914 52.705
H 4.524 -2.533 51.498
H 3.850 -1.968 53.060
C 16.634 12.006 45.510
O 16.201 12.685 44.324
C 16.782 13.975 44.188
C 16.122 14.826 43.009
O 14.798 15.188 43.479
C 14.198 16.231 42.688
H 16.152 11.028 45.499
H 16.362 12.569 46.403
H 17.708 11.842 45.588
H 17.847 13.819 44.015
H 16.761 14.521 45.131
H 16.178 14.236 42.094
H 16.726 15.732 42.969
H 13.120 16.234 42.845
H 14.481 16.081 41.646
H 14.634 17.185 42.983
C 4.115 7.919 37.231
O 3.270 6.889 36.762
C 4.007 5.847 36.205
C 3.149 5.009 35.220
O 2.108 4.266 35.892
C 1.450 3.339 35.052
H 4.611 8.448 36.417
H 4.928 7.665 37.912
H 3.476 8.556 37.842
H 4.250 5.300 37.116
H 4.870 6.329 35.745
H 3.885 4.389 34.709
H 2.732 5.567 34.382
H 0.753 2.813 35.704
H 2.162 2.610 34.666
H 0.858 3.797 34.260
C 9.933 9.014 49.205
O 10.258 10.390 49.398
C 11.258 10.832 48.479
C 11.514 12.328 48.710
O 10.278 13.101 48.662
C 10.637 14.487 48.698
H 8.988 8.826 49.715
H 10.704 8.398 49.668
H 9.979 8.635 48.184
H 10.952 10.626 47.453
H 12.172 10.245 48.570
H 12.295 12.632 48.013
H 11.954 12.435 49.702
H 9.744 15.099 48.824
H 11.026 14.815 47.733
H 11.172 14.724 49.617
```

Its SMILES is COCCOC.COCCOC.COCCOC.COCCOC.COCCOC.COCCOC.COCCOC.COCCOC.COCCOC.COCCOC.COCCOC. As for the HOMO energy: -9.355 eV. The total charge is 0. The calculation puts the HOMO-LUMO gap at 9.596 eV. For the lowest unoccupied orbital energy, the calculation gives 0.0089 hartree. Its relative energy (zero: lowest compared OMol25 entry of this formula, charge and spin) is 101.2 kcal/mol. As for the calculated total energy: -92438.4727 eV.


Record 2
Molecular formula: C31H65BCl22IN2O2
Method: DFT, ωB97M-V with the def2-TZVPD basis set

The geometry in XYZ format:
```
124
Properties=species:S:1:pos:R:3
C 4.035 -5.658 -0.815
C 3.546 -5.053 0.490
C 4.634 -4.243 1.201
C 4.054 -3.444 2.388
C 4.409 -1.956 2.415
C 4.151 -1.220 1.110
C 4.260 0.316 1.209
C 3.231 1.017 0.335
C 1.777 0.590 0.650
C 0.831 1.741 0.346
C -0.630 1.338 0.292
C -1.541 2.554 0.194
C -2.974 2.234 -0.215
C -3.849 1.680 0.911
C -5.155 1.095 0.320
C -5.469 -0.309 0.841
C -6.452 -0.305 2.040
C -7.783 -0.967 1.769
N -7.759 -2.473 1.554
C -6.446 -3.199 1.614
C -6.627 -4.402 2.556
O -7.256 -5.389 2.246
I -5.732 -4.147 4.488
B -8.417 -2.811 0.189
N -7.865 -2.287 -1.027
O -9.513 -3.616 0.241
H 4.291 -4.898 -1.546
H 4.877 -6.327 -0.663
H 3.241 -6.269 -1.246
H 3.298 -5.883 1.153
H 2.673 -4.426 0.331
H 5.088 -3.602 0.449
H 5.374 -4.933 1.597
H 2.967 -3.528 2.369
H 4.421 -3.897 3.305
H 3.772 -1.497 3.165
H 5.427 -1.809 2.763
H 3.168 -1.541 0.763
H 4.862 -1.539 0.352
H 5.237 0.574 0.789
H 4.234 0.670 2.233
H 3.429 0.847 -0.722
H 3.286 2.089 0.530
H 1.760 0.318 1.706
H 1.544 -0.278 0.036
H 1.005 2.520 1.090
H 1.146 2.159 -0.613
H -0.769 0.656 -0.545
H -0.860 0.803 1.219
H -1.123 3.204 -0.579
H -1.484 3.129 1.114
H -3.412 3.157 -0.589
H -2.944 1.510 -1.028
H -3.273 0.919 1.437
H -4.129 2.441 1.629
H -5.988 1.777 0.460
H -4.994 1.018 -0.752
H -4.542 -0.770 1.170
H -5.914 -0.937 0.071
H -5.983 -0.832 2.874
H -6.629 0.701 2.406
H -8.461 -0.757 2.590
H -8.248 -0.502 0.902
H -8.399 -2.894 2.227
H -6.224 -3.642 0.648
H -5.602 -2.623 1.961
H -8.637 -2.159 -1.673
H -7.182 -2.884 -1.479
H -9.300 -4.544 0.087
C -6.964 -8.029 4.747
Cl -7.798 -9.561 5.005
Cl -5.207 -8.232 4.684
H -7.296 -7.607 3.806
H -7.204 -7.361 5.566
C 0.660 2.898 -3.464
Cl -0.365 1.466 -3.285
Cl 2.371 2.472 -3.513
H 0.398 3.399 -4.389
H 0.490 3.553 -2.617
C 2.050 -2.824 -3.364
Cl 3.288 -3.769 -4.197
Cl 2.654 -2.104 -1.866
H 1.728 -2.026 -4.022
H 1.218 -3.476 -3.124
C 8.353 0.025 4.717
Cl 8.147 -1.681 5.133
Cl 7.829 0.366 3.060
H 7.764 0.619 5.400
H 9.403 0.280 4.802
C 4.410 5.314 -5.732
Cl 5.006 6.578 -6.809
Cl 2.651 5.374 -5.561
H 4.685 4.350 -6.143
H 4.857 5.450 -4.754
C 4.186 1.045 6.623
Cl 5.289 1.058 5.243
Cl 2.633 0.302 6.211
H 4.640 0.477 7.426
H 4.008 2.067 6.935
C -3.383 2.686 4.890
Cl -2.153 2.905 3.646
Cl -4.795 1.806 4.272
H -2.957 2.119 5.708
H -3.710 3.660 5.234
C 1.777 9.186 -6.683
Cl 0.885 9.746 -8.102
Cl 0.739 9.068 -5.255
H 2.186 8.205 -6.892
H 2.572 9.891 -6.473
C 7.127 -1.240 -1.764
Cl 7.319 -0.445 -0.197
Cl 5.797 -0.539 -2.696
H 8.045 -1.124 -2.327
H 6.915 -2.290 -1.594
C 8.174 4.785 -8.935
Cl 7.449 4.271 -7.407
Cl 7.059 4.592 -10.291
H 8.443 5.831 -8.853
H 9.054 4.180 -9.119
C -6.718 3.137 -2.651
Cl -5.424 2.207 -3.418
Cl -6.145 4.038 -1.242
H -7.110 3.842 -3.374
H -7.494 2.452 -2.331
```

As for the HOMO energy: -11.343 eV. The total charge is +1. The calculation puts the HOMO-LUMO gap at 7.690 eV. For the lowest unoccupied orbital energy, the calculation gives -0.1342 hartree. As for the calculated total energy: -324542.9134 eV.


Record 3
Molecular formula: C13H26B2F3N2O15Tl
Method: DFT, ωB97M-V with the def2-TZVPD basis set

The geometry in XYZ format:
```
62
Properties=species:S:1:pos:R:3
Tl 3.536 -5.159 -0.788
B 5.808 -2.639 2.289
H 5.996 -3.238 3.167
H 4.735 -2.549 2.231
H 6.175 -1.654 2.534
H 6.301 -3.045 1.420
B 1.416 -5.135 3.337
H 0.576 -5.196 4.012
H 1.497 -5.890 2.571
H 1.396 -4.170 2.855
H 2.362 -5.179 3.855
C 1.066 1.820 -0.587
C 1.303 0.620 0.310
O 1.378 -0.510 -0.215
O 1.579 0.838 1.470
H 1.728 2.662 -0.382
H 0.075 2.174 -0.304
H 1.161 1.769 -1.672
C -1.279 -2.073 -6.093
C -0.777 -1.398 -4.892
O -1.544 -0.204 -4.847
C -2.267 -0.021 -6.005
O -3.071 0.868 -6.281
O -2.015 -1.087 -6.762
F 0.474 -1.139 -5.026
H -1.846 -2.993 -5.948
H -0.420 -2.422 -6.667
H -0.908 -2.050 -4.028
C 6.766 2.447 -2.326
C 8.190 2.075 -2.453
O 8.094 0.711 -2.897
C 6.941 0.239 -2.394
O 6.632 -0.932 -2.448
O 6.167 1.206 -2.000
F 8.882 2.240 -1.293
H 6.386 2.662 -3.325
H 6.414 3.236 -1.661
H 8.698 2.567 -3.282
C -4.746 2.533 5.699
C -4.850 1.445 6.796
O -3.530 0.969 6.940
C -2.663 1.584 6.105
O -1.511 1.342 6.097
O -3.386 2.424 5.292
F -5.681 0.517 6.292
H -5.136 3.475 6.086
H -5.518 2.308 4.962
H -5.260 1.705 7.772
C -5.558 3.703 -1.927
N -6.188 5.052 -2.006
O -6.499 5.579 -0.984
O -6.341 5.602 -3.118
H -5.723 3.407 -0.891
H -4.510 3.637 -2.219
H -6.127 3.035 -2.572
C -3.138 -2.878 0.357
N -3.867 -2.216 1.512
O -5.100 -2.099 1.379
O -3.222 -1.665 2.441
H -2.449 -3.526 0.899
H -2.670 -2.038 -0.156
H -3.932 -3.342 -0.228
```

As for the HOMO energy: -8.911 eV. The total charge is 0. The calculation puts the HOMO-LUMO gap at 2.502 eV. For the lowest unoccupied orbital energy, the calculation gives -0.2355 hartree. Its relative energy (zero: lowest compared OMol25 entry of this formula, charge and spin) is 221.1 kcal/mol. As for the calculated total energy: -61770.9603 eV.